(1)
This record from the OMol25 dataset describes a structure of composition C16H32NO15Ti. The level of theory is the ωB97M-V functional and the def2-TZVPD basis.

Calculated values
LUMO (spin up / spin down) = 0.02020 / 0.01440 hartree
⟨S²⟩ = 3.7524
total energy = -72424.9811 eV
HOMO (spin up / spin down) = -3.7 / -8.9 eV
spin multiplicity = 4

Each line ends with the Löwdin spin population.
Atoms and positions in Å:
1 Ti -0.481 0.198 0.297  2.45
2 N -2.638 -0.682 2.035  0.02
3 O -3.409 -1.313 2.776  0.02
4 O -1.396 -0.705 2.246  0.01
5 O -3.078 0.043 1.110  0.02
6 C 3.179 0.812 -0.696  0.05
7 C 3.792 -0.334 0.075  0.01
8 O 3.583 -0.280 1.487  0.00
9 C 2.394 -0.603 1.935  0.01
10 O 1.398 -0.770 1.287  0.05
11 O 2.440 -0.722 3.237  0.00
12 C 1.214 -0.881 3.915  0.00
13 H 3.679 1.767 -0.520  0.00
14 H 2.124 0.967 -0.448  0.05
15 H 3.290 0.504 -1.737  0.00
16 H 4.860 -0.302 -0.138  0.00
17 H 3.397 -1.245 -0.380  0.00
18 H 0.587 0.004 3.766  0.00
19 H 1.389 -0.902 4.989  0.00
20 H 0.613 -1.744 3.633  0.00
21 C 3.399 3.433 1.976  0.00
22 C 2.107 4.037 1.422  0.00
23 O 1.045 3.947 2.351  0.01
24 C 0.121 3.027 2.195  0.02
25 O 0.136 2.131 1.387  0.06
26 O -0.837 3.232 3.083  0.01
27 C -1.949 2.326 3.084  0.00
28 H 3.767 4.008 2.820  0.00
29 H 4.110 3.391 1.150  0.00
30 H 3.218 2.392 2.245  0.00
31 H 1.864 3.517 0.489  0.00
32 H 2.221 5.064 1.074  0.00
33 H -2.644 2.779 3.788  0.00
34 H -1.635 1.401 3.575  0.00
35 H -2.353 2.122 2.098  0.00
36 C -3.091 -0.670 -3.432  0.00
37 C -3.684 0.115 -2.268  0.00
38 O -3.342 1.515 -2.330  0.01
39 C -2.154 1.873 -1.919  0.02
40 O -1.236 1.167 -1.577  0.07
41 O -2.089 3.201 -1.959  0.01
42 C -0.853 3.822 -1.662  0.00
43 H -3.392 -0.247 -4.393  0.00
44 H -3.312 -1.733 -3.443  0.00
45 H -2.008 -0.517 -3.394  0.00
46 H -3.351 -0.224 -1.286  0.00
47 H -4.769 0.133 -2.368  0.00
48 H -0.551 3.686 -0.622  0.00
49 H -0.984 4.863 -1.937  0.00
50 H -0.029 3.408 -2.249  0.00
51 C -0.849 -4.588 -4.356  0.00
52 C -0.603 -4.709 -2.869  0.00
53 O -0.908 -3.428 -2.326  0.01
54 C -0.613 -3.125 -1.073  0.02
55 O -0.938 -2.106 -0.563  0.04
56 O 0.141 -4.060 -0.516  0.00
57 C 0.579 -3.813 0.812  0.00
58 H -0.527 -5.439 -4.950  0.00
59 H -0.386 -3.688 -4.772  0.00
60 H -1.896 -4.348 -4.565  0.00
61 H 0.439 -4.962 -2.667  0.00
62 H -1.225 -5.497 -2.440  0.00
63 H -0.127 -3.205 1.378  0.00
64 H 1.539 -3.298 0.788  0.00
65 H 0.711 -4.747 1.353  0.00

(2)
This record from the OMol25 dataset describes a structure of composition C21H19NO3Pt. The level of theory is the ωB97M-V functional and the def2-TZVPD basis.

Calculated values
LUMO (spin up / spin down) = -0.22299 / -0.34106 hartree
⟨S²⟩ = 6.0634
total charge = +2
total energy = -32945.5903 eV
HOMO (spin up / spin down) = -14.3 / -15.1 eV
spin multiplicity = 5

Each line ends with the Löwdin spin population.
Atoms and positions in Å:
1 Pt -1.161 -0.057 -0.038  1.38
2 C 5.469 -1.812 -1.970  0.00
3 O 4.540 -2.814 -2.426  0.00
4 C 3.273 -2.697 -2.079  0.02
5 C 2.448 -3.766 -2.555  0.33
6 C 1.075 -3.779 -2.301  0.04
7 C 0.464 -2.778 -1.580  0.18
8 C -0.991 -2.889 -1.309  0.04
9 C -1.796 -3.971 -1.949  0.00
10 O -1.572 -2.123 -0.533  0.12
11 C 1.314 -1.694 -1.054  0.10
12 O 0.872 -0.764 -0.323  0.33
13 C 2.715 -1.691 -1.338  0.07
14 H 6.437 -2.130 -2.338  0.00
15 H 5.472 -1.780 -0.880  0.00
16 H 5.204 -0.843 -2.392  0.00
17 H 2.921 -4.563 -3.112  0.01
18 H 0.500 -4.611 -2.680  0.00
19 H -1.609 -4.032 -3.021  0.00
20 H -2.848 -3.778 -1.763  0.00
21 H -1.535 -4.938 -1.510  0.00
22 H 3.286 -0.864 -0.943  0.00
23 N -0.417 0.299 2.060  0.19
24 C -1.317 1.157 2.754  0.10
25 C -1.882 0.725 3.936  0.01
26 C -2.691 1.583 4.666  0.12
27 C -2.918 2.893 4.229  0.02
28 C -2.363 3.321 3.053  0.06
29 C -1.585 2.452 2.241  0.10
30 C -1.199 2.881 0.924  0.18
31 C -0.975 4.264 0.676  0.03
32 C -0.879 4.731 -0.599  0.07
33 C -1.063 3.838 -1.683  0.15
34 C -1.265 2.489 -1.471  0.05
35 C -1.237 1.950 -0.182  0.29
36 H -0.244 -0.566 2.561  0.00
37 H 0.469 0.732 1.817  0.00
38 H -1.665 -0.268 4.311  0.00
39 H -3.130 1.241 5.594  0.01
40 H -3.543 3.554 4.813  0.00
41 H -2.583 4.315 2.691  0.00
42 H -0.886 4.945 1.511  0.00
43 H -0.694 5.779 -0.790  0.00
44 H -1.020 4.222 -2.694  0.01
45 H -1.393 1.838 -2.326  0.01